Entry 1:
A structure of composition C21H30N10O3PSiTi in a non-equilibrium geometry, computed with the ωB97M-V functional and the def2-TZVPD basis.

Last column: Mulliken charge in e.
Cartesian coordinates (Å):
Ti1 -0.373 -0.505 0.698  -0.915
C1 -0.696 0.016 -4.973  -0.938
N1 -0.186 0.090 -3.616  0.123
C2 1.094 0.378 -3.256  -0.884
C3 1.128 0.345 -1.887  -1.151
N2 -0.110 0.046 -1.410  1.865
C4 -0.909 -0.092 -2.470  -0.406
P1 -2.632 -0.559 -2.547  -0.388
C5 -3.124 -0.067 -0.903  0.154
N3 -2.343 0.330 0.101  0.879
C6 -3.173 0.738 1.099  -0.407
C7 -4.474 0.571 0.712  -0.985
N4 -4.438 0.062 -0.550  0.157
C8 -5.603 -0.295 -1.337  -0.909
C9 -1.562 -2.970 -0.367  -0.342
N5 -0.402 -2.428 -0.630  0.873
C10 0.098 -3.145 -1.697  -0.773
C11 -0.793 -4.101 -2.062  -0.881
N6 -1.864 -3.997 -1.186  0.252
C12 -3.098 -4.755 -1.185  -0.933
H1 -0.010 0.533 -5.638  0.335
H2 -1.673 0.491 -5.030  0.384
H3 -0.793 -1.020 -5.297  0.335
H4 1.866 0.576 -3.979  0.506
H5 1.957 0.486 -1.217  0.694
H6 -2.795 1.095 2.041  0.423
H7 -5.403 0.776 1.217  0.506
H8 -6.332 0.512 -1.306  0.345
H9 -6.066 -1.201 -0.945  0.324
H10 -5.312 -0.466 -2.370  0.338
H11 1.066 -2.918 -2.115  0.521
H12 -0.758 -4.855 -2.829  0.524
H13 -2.890 -5.802 -1.393  0.356
H14 -3.792 -4.373 -1.935  0.297
H15 -3.560 -4.670 -0.204  0.325
N7 0.023 3.412 2.115  -0.051
C13 -0.077 3.842 0.814  -0.940
C14 -0.153 2.724 0.049  -0.406
N8 -0.081 1.609 0.842  1.081
C15 0.024 2.057 2.092  0.007
C16 0.022 1.074 3.118  -0.406
N9 -0.232 -0.174 2.730  1.230
C17 -0.123 -0.957 3.846  -0.537
C18 0.193 -0.180 4.915  -0.891
N10 0.280 1.109 4.448  -0.007
H16 0.089 4.009 2.920  0.167
H17 -0.095 4.884 0.548  0.425
H18 -0.241 2.660 -1.021  0.396
H19 -0.295 -2.018 3.805  0.537
H20 0.362 -0.420 5.950  0.417
H21 0.531 1.913 4.994  0.175
C19 3.637 -0.872 2.556  -1.253
Si1 2.622 -1.802 1.252  0.882
C20 3.779 -2.350 -0.144  -1.338
C21 1.872 -3.358 2.057  -1.104
O1 1.445 -0.848 0.725  -0.039
H22 4.390 -1.515 3.017  0.388
H23 2.978 -0.498 3.344  0.223
H24 4.150 -0.018 2.107  0.290
H25 4.647 -2.869 0.270  0.401
H26 4.142 -1.499 -0.725  0.310
H27 3.273 -3.039 -0.825  0.303
H28 2.317 -4.271 1.659  0.436
H29 0.800 -3.375 1.841  0.139
H30 2.008 -3.359 3.140  0.360
O2 -1.600 -1.720 1.493  -0.377
O3 -2.365 -2.575 0.614  -0.418

As for the spin multiplicity: 3. Its net charge is +1. The calculation puts the energy relative to the best compared isomer or geometry (same formula, charge and spin) at 11.5 kcal per mole. The HOMO energy (spin up / spin down) comes out at -8.56 / -10.48 eV.


Entry 2:
The molecule C5H10O2 in a non-equilibrium geometry, computed with the ωB97M-V functional and the def2-TZVPD basis.

Last column: Mulliken charge in e.
Cartesian coordinates (Å):
C1 1.697 0.281 -0.663  -1.264
C2 0.797 -0.682 0.052  0.521
O1 1.095 -1.830 0.337  -0.640
C3 -0.590 -0.189 0.460  1.495
C4 -0.696 1.266 0.939  -1.559
C5 -1.101 -0.553 -0.965  -1.526
O2 -1.036 -1.033 1.480  -0.652
H1 1.245 0.809 -1.512  0.326
H2 2.602 -0.231 -0.981  0.366
H3 1.930 1.028 0.100  0.351
H4 0.078 1.450 1.695  0.325
H5 -1.657 1.457 1.431  0.412
H6 -0.576 2.000 0.135  0.340
H7 -1.832 -1.358 -0.929  0.389
H8 -0.223 -0.998 -1.499  0.380
H9 -1.390 0.307 -1.566  0.318
H10 -0.341 -1.725 1.484  0.418

As for the SMILES: CC(=O)C(C)(C)O. The calculation puts the energy relative to the best compared isomer or geometry (same formula, charge and spin) at 36.6 kcal per mole. The HOMO energy comes out at -9.67 eV.


Entry 3:
A cluster of 4 separate species, C59H53N2O8S in total in a non-equilibrium geometry, computed with the ωB97M-V functional and the def2-TZVPD basis.

Last column: Mulliken charge in e.
Cartesian coordinates (Å):
C1 -2.720 -3.909 4.980  -0.764
C2 -2.201 -4.524 3.576  -0.670
C3 -1.396 -3.440 2.682  -0.490
C4 0.109 -3.171 3.247  -0.777
C5 0.329 -1.665 3.751  0.511
C6 1.032 -0.694 2.675  -0.529
C7 0.420 0.789 2.640  -0.533
C8 0.891 1.733 3.857  -1.158
C9 0.055 1.337 5.156  0.478
C10 0.580 0.573 6.393  0.048
C11 2.139 0.123 6.485  -0.257
C12 2.694 0.721 7.870  -0.453
C13 4.264 1.072 7.884  -0.695
S1 5.269 0.270 6.546  -0.239
N1 -0.277 0.236 7.517  0.073
C14 -1.695 0.578 7.572  -0.531
C15 -2.318 1.377 6.399  0.201
N2 -3.755 1.752 6.493  -0.490
C16 -1.450 1.769 5.180  0.170
C17 -2.154 2.601 4.016  0.254
O1 -2.780 2.085 3.041  -0.497
O2 -2.103 4.050 4.104  -0.435
H1 -1.862 -3.872 5.740  0.186
H2 -3.553 -4.584 5.403  0.350
H3 -3.186 -2.865 4.804  0.147
H4 -1.602 -5.480 3.769  0.327
H5 -3.140 -4.823 2.973  0.337
H6 -1.311 -3.890 1.632  0.311
H7 -2.027 -2.485 2.702  0.211
H8 0.923 -3.470 2.507  0.433
H9 0.224 -3.888 4.149  0.377
H10 0.992 -1.656 4.699  -0.637
H11 -0.666 -1.177 4.070  0.097
H12 2.158 -0.672 2.879  0.243
H13 0.874 -1.148 1.627  0.349
H14 0.697 1.337 1.667  0.339
H15 -0.735 0.709 2.640  0.295
H16 2.018 1.790 4.006  0.502
H17 0.556 2.805 3.575  0.382
H18 2.627 0.542 5.548  0.071
H19 2.146 -1.015 6.558  0.459
H20 2.389 0.039 8.746  0.267
H21 2.130 1.714 8.055  0.251
H22 4.449 2.203 7.917  0.343
H23 4.680 0.664 8.883  0.325
H24 5.293 1.248 5.535  0.151
H25 0.127 -0.296 8.303  0.290
H26 -2.267 0.237 8.504  0.364
H27 -3.851 2.221 7.416  0.338
H28 -4.295 0.874 6.486  0.326
H29 -1.548 4.322 4.871  0.375
C18 -6.227 5.131 2.599  -0.759
C19 -4.975 4.516 2.611  -0.157
C20 -4.016 4.881 1.666  -0.228
C21 -4.315 5.854 0.711  -0.013
C22 -5.576 6.449 0.690  0.125
C23 -6.527 6.093 1.643  -0.571
C24 -5.920 7.446 -0.350  0.628
O3 -7.020 7.969 -0.365  -0.666
C25 -4.910 7.789 -1.375  0.171
C26 -5.238 8.683 -2.396  -0.552
C27 -4.291 9.022 -3.356  -0.468
C28 -3.010 8.477 -3.296  -0.486
C29 -2.681 7.582 -2.285  -0.516
C30 -3.633 7.229 -1.328  0.155
C31 -3.284 6.248 -0.276  0.524
O4 -2.164 5.767 -0.225  -0.706
H30 -6.973 4.854 3.338  0.392
H31 -4.743 3.754 3.347  0.301
H32 -3.043 4.401 1.678  0.613
H33 -7.506 6.562 1.640  0.475
H34 -6.233 9.114 -2.447  0.464
H35 -4.550 9.713 -4.152  0.399
H36 -2.269 8.747 -4.042  0.394
H37 -1.683 7.157 -2.246  0.454
C32 7.053 -5.003 -1.386  -0.550
C33 6.883 -4.524 -0.089  -0.513
C34 6.012 -3.468 0.155  -0.518
C35 5.315 -2.880 -0.901  0.292
C36 5.503 -3.344 -2.203  0.198
C37 6.366 -4.415 -2.442  -0.495
C38 4.808 -2.697 -3.339  0.158
O5 4.969 -3.105 -4.477  -0.694
C39 3.921 -1.543 -3.073  0.600
C40 3.304 -0.886 -4.139  -0.437
C41 2.458 0.191 -3.897  -0.776
C42 2.218 0.611 -2.591  -0.535
C43 2.835 -0.037 -1.527  -0.690
C44 3.696 -1.109 -1.766  0.371
C45 4.376 -1.769 -0.629  0.460
O6 4.169 -1.399 0.516  -0.758
H38 7.727 -5.833 -1.574  0.407
H39 7.430 -4.975 0.733  0.400
H40 5.880 -3.102 1.168  0.471
H41 6.506 -4.790 -3.451  0.483
H42 3.484 -1.210 -5.159  0.629
H43 1.983 0.703 -4.728  0.416
H44 1.552 1.447 -2.403  0.425
H45 2.648 0.298 -0.511  0.581
C46 3.761 -4.724 -8.191  -0.755
C47 3.574 -4.051 -6.985  -0.239
C48 2.311 -3.584 -6.637  -0.543
C49 1.233 -3.778 -7.500  -0.057
C50 1.425 -4.430 -8.719  0.139
C51 2.690 -4.913 -9.057  -0.544
C52 0.299 -4.599 -9.666  0.618
O7 0.465 -5.172 -10.729  -0.667
C53 -1.029 -4.053 -9.305  0.137
C54 -2.085 -4.154 -10.212  -0.532
C55 -3.340 -3.656 -9.876  -0.463
C56 -3.547 -3.064 -8.632  -0.478
C57 -2.496 -2.957 -7.728  -0.509
C58 -1.232 -3.443 -8.067  0.216
C59 -0.111 -3.292 -7.112  0.516
O8 -0.290 -2.770 -6.024  -0.709
H46 4.745 -5.096 -8.458  0.412
H47 4.413 -3.892 -6.314  0.700
H48 2.171 -3.065 -5.694  0.648
H49 2.843 -5.433 -9.998  0.479
H50 -1.932 -4.616 -11.182  0.463
H51 -4.159 -3.730 -10.585  0.401
H52 -4.528 -2.682 -8.368  0.389
H53 -2.662 -2.491 -6.762  0.451

Its net charge is +1. The HOMO energy comes out at -10.57 eV.


Entry 4:
A structure of composition C27H27HgN6O, computed with the ωB97M-V functional and the def2-TZVPD basis.

Last column: Mulliken charge in e.
Cartesian coordinates (Å):
Hg1 -1.333 -0.564 -0.073  1.032
C1 -1.590 -1.494 -5.545  -0.498
C2 -0.504 -1.511 -4.679  -0.705
C3 -0.689 -1.736 -3.324  -0.283
C4 -1.964 -1.939 -2.785  0.121
C5 -3.053 -1.912 -3.667  -0.127
C6 -2.862 -1.697 -5.023  -0.652
N1 -2.096 -2.078 -1.403  -0.491
C7 -3.076 -2.866 -0.809  -0.072
C8 -3.649 -3.974 -1.449  -0.365
C9 -4.580 -4.782 -0.817  -0.731
C10 -4.975 -4.532 0.496  -0.606
C11 -4.416 -3.466 1.171  -0.425
C12 -3.484 -2.633 0.545  0.466
N2 -2.882 -1.572 1.173  0.695
N3 -3.072 -1.283 2.430  -1.085
C13 -2.276 -0.249 2.839  0.083
C14 -2.415 0.181 4.183  -0.491
C15 -1.658 1.208 4.659  -0.335
C16 -0.730 1.846 3.806  -0.902
C17 -0.633 1.386 2.523  -0.062
N4 -1.368 0.369 2.036  -0.097
H1 -1.449 -1.325 -6.604  0.387
H2 0.498 -1.363 -5.064  0.391
H3 0.163 -1.771 -2.652  0.444
H4 -4.054 -2.047 -3.277  0.508
H5 -3.723 -1.679 -5.680  0.360
H6 -3.336 -4.209 -2.458  0.500
H7 -4.994 -5.627 -1.353  0.378
H8 -5.700 -5.170 0.982  0.372
H9 -4.681 -3.243 2.196  0.438
H10 -3.142 -0.336 4.795  0.475
H11 -1.770 1.536 5.684  0.376
H12 -0.118 2.672 4.142  0.436
H13 0.061 1.842 1.822  0.342
C18 2.996 2.734 2.390  -0.958
C19 3.287 1.327 1.883  -0.626
N5 4.136 1.282 0.687  0.184
C20 5.549 0.941 0.865  -0.692
C21 6.383 2.110 1.369  -1.060
C22 3.757 1.729 -0.536  0.308
O1 4.538 1.944 -1.447  -0.641
C23 2.287 1.946 -0.785  -0.180
C24 1.835 3.178 -1.234  -0.139
C25 0.494 3.339 -1.533  -0.759
C26 -0.354 2.255 -1.390  -0.415
N6 0.082 1.058 -0.997  -0.382
C27 1.377 0.908 -0.705  0.045
H14 2.438 2.681 3.327  0.276
H15 2.398 3.301 1.675  0.198
H16 3.920 3.283 2.569  0.397
H17 2.355 0.788 1.716  0.244
H18 3.823 0.771 2.651  0.438
H19 5.924 0.603 -0.098  0.401
H20 5.596 0.103 1.561  0.418
H21 6.318 2.947 0.672  0.288
H22 7.430 1.817 1.453  0.402
H23 6.050 2.447 2.352  0.260
H24 2.537 3.995 -1.349  0.503
H25 0.106 4.286 -1.882  0.459
H26 -1.411 2.334 -1.610  0.455
H27 1.698 -0.089 -0.422  0.698

As for the spin multiplicity: 2. The HOMO energy (spin up / spin down) comes out at -5.85 / -6.64 eV.


Entry 5:
A cluster of 2 separate species, C4H9NO3S in total in a non-equilibrium geometry, computed with the ωB97M-V functional and the def2-TZVPD basis.

Last column: Mulliken charge in e.
Cartesian coordinates (Å):
C1 0.220 -1.107 0.447  0.659
C2 -1.846 0.099 -2.214  -0.912
C3 -1.048 0.720 -1.029  -0.389
C4 -0.270 -0.273 -0.252  -0.464
N1 -0.294 1.566 2.409  -0.612
O1 3.663 -1.846 1.647  -0.483
O2 1.102 -1.822 1.172  -0.441
O3 2.779 -1.559 -0.704  -0.468
S1 2.681 -1.083 0.888  0.766
H1 2.010 -1.280 -1.184  0.373
H2 -2.887 -0.321 -1.901  0.270
H3 -1.215 -0.815 -2.570  0.275
H4 -1.924 0.893 -3.010  0.294
H5 -1.707 1.255 -0.374  0.282
H6 -0.185 1.274 -1.482  0.216
H7 -0.771 0.682 2.196  0.226
H8 -0.777 2.326 2.923  0.202
H9 0.471 1.289 3.040  0.206

The calculation puts the energy relative to the best compared isomer or geometry (same formula, charge and spin) at 76.2 kcal per mole. The HOMO energy comes out at -9.75 eV.


Entry 6:
A structure of composition C5H11NO2 in a non-equilibrium geometry, computed with the ωB97M-V functional and the def2-TZVPD basis.

Last column: Mulliken charge in e.
Cartesian coordinates (Å):
C1 0.411 0.543 -0.645  -0.295
C2 0.102 -0.515 0.409  0.454
C3 -1.392 -0.837 0.570  -0.557
C4 -2.315 0.375 0.652  -1.162
C5 2.362 0.735 -0.500  -0.297
O1 0.333 0.320 -1.938  -0.755
O2 0.637 -0.051 1.664  -0.573
N1 2.594 0.208 -1.616  -0.613
H1 2.357 0.712 -2.703  0.382
H2 0.445 -0.696 2.357  0.334
H3 0.181 1.562 -0.298  0.428
H4 0.620 -1.442 0.133  0.149
H5 2.153 -0.703 -1.945  0.390
H6 2.392 0.689 0.576  0.468
H7 -1.523 -1.437 1.481  0.397
H8 -1.689 -1.489 -0.256  0.305
H9 -3.326 0.061 0.925  0.382
H10 -1.991 1.062 1.437  0.277
H11 -2.350 0.904 -0.302  0.288

The calculation puts the energy relative to the best compared isomer or geometry (same formula, charge and spin) at 175.5 kcal per mole. The HOMO energy (spin up / spin down) comes out at -7.62 / -8.39 eV.